1.
Computed, not measured: a structure of composition C47H59BN12S4Y, with ωB97M-V/def2-TZVPD.

```
124
Properties=species:S:1:pos:R:3
Y 0.67513 0.26312 0.82437
C -4.79130 -0.61792 0.10105
C -4.15183 -1.13841 -1.14411
C -4.85800 -1.38979 -2.27943
C -4.22455 -1.88357 -3.44907
N -2.93654 -2.11074 -3.46056
N -2.24032 -1.87373 -2.33464
B -0.74986 -2.14571 -2.40858
N -0.24458 -3.27999 -1.54733
N -1.13089 -4.28560 -1.58908
C -0.78076 -5.46696 -1.16562
C 0.55558 -5.69863 -0.74641
C 1.45334 -4.67356 -0.66577
C 2.86953 -4.88059 -0.23638
C 0.99803 -3.36517 -1.01529
S 1.96297 -1.97992 -0.76083
C -1.86171 -6.53755 -1.20107
C -1.36207 -7.86129 -0.62190
C -3.05916 -6.03991 -0.37485
C -2.29320 -6.74304 -2.66141
N 0.10622 -0.99655 -2.86744
N -0.03362 -1.98429 -3.76225
C 0.63645 -2.04794 -4.88290
C 1.39043 -0.87919 -5.17579
C 1.43842 0.20573 -4.33841
C 2.18041 1.44526 -4.69479
C 0.78084 0.11983 -3.05320
S 0.87401 1.31542 -1.86482
C 0.61789 -3.31863 -5.69723
C 1.39943 -3.16047 -7.00258
C -0.82950 -3.71981 -6.00186
C 1.27866 -4.40692 -4.82642
C -2.75347 -1.39727 -1.19004
S -1.76641 -1.20013 0.20084
C -5.05070 -2.15564 -4.69303
C -5.74573 -0.85169 -5.11510
C -4.18903 -2.66411 -5.84392
C -6.10271 -3.22183 -4.33981
H -5.86102 -0.48336 -0.04367
H -4.34958 0.33793 0.38748
H -4.63313 -1.31012 0.92941
H -5.92465 -1.20681 -2.29393
H 0.86948 -6.70254 -0.49395
H 3.03491 -5.90961 0.07588
H 3.13342 -4.20179 0.57439
H 3.54436 -4.65653 -1.06590
H -0.98817 -7.74361 0.39807
H -0.58007 -8.30809 -1.23984
H -2.19062 -8.56794 -0.58518
H -2.78855 -5.93048 0.67843
H -3.87383 -6.76132 -0.44160
H -3.41417 -5.07805 -0.74677
H -1.45494 -7.08057 -3.27572
H -2.68692 -5.81675 -3.08315
H -3.07224 -7.50477 -2.70867
H 1.94679 -0.84203 -6.10132
H 2.66037 1.35374 -5.66581
H 2.93168 1.67327 -3.93631
H 1.49534 2.29572 -4.71740
H 0.97969 -2.37281 -7.63143
H 1.33515 -4.09301 -7.56168
H 2.45770 -2.95797 -6.82633
H -1.30986 -2.98674 -6.65011
H -1.41892 -3.82029 -5.08932
H -0.82550 -4.67814 -6.52170
H 2.30320 -4.13757 -4.55936
H 1.31040 -5.33695 -5.39404
H 0.70542 -4.58514 -3.91222
H -5.01473 -0.07484 -5.34927
H -6.41961 -0.47292 -4.34475
H -6.34052 -1.03716 -6.00958
H -3.41417 -1.94185 -6.10245
H -4.82002 -2.82199 -6.71851
H -3.71408 -3.61116 -5.58829
H -6.79668 -2.87895 -3.57042
H -5.62489 -4.14089 -3.99335
H -6.68631 -3.45883 -5.22966
N -0.97569 0.36917 2.87118
C -1.56314 1.65318 3.16896
C -2.22304 1.89378 4.34326
C -2.81775 3.14335 4.60087
C -2.75308 4.13380 3.66418
C -2.05561 3.92366 2.45317
C -1.92941 4.93417 1.47374
C -1.19138 4.69041 0.35273
C -0.56614 3.44420 0.20952
N -0.67133 2.45353 1.07937
C -1.43454 2.67622 2.20279
H -0.72505 -0.09714 3.73603
H -1.69522 -0.21566 2.44020
H -2.30516 1.10357 5.08130
H -3.33764 3.30120 5.53596
H -3.22566 5.09263 3.83727
H -2.41102 5.89153 1.63256
H -1.06413 5.44046 -0.41525
H 0.04936 3.26977 -0.66095
C 2.80746 -0.44994 4.19889
C 2.06654 -1.55572 3.53628
N 1.26277 -1.47155 2.48251
C 0.76970 -2.75563 2.26580
C 1.28245 -3.59994 3.18941
N 2.10308 -2.82587 3.97598
H 2.32215 0.50094 4.00016
H 3.84178 -0.39824 3.85097
H 2.82751 -0.59912 5.27870
H 0.05598 -2.96544 1.48718
H 1.14032 -4.65379 3.35436
H 2.64048 -3.15435 4.76249
N 1.64605 2.93776 3.29961
C 2.67076 2.48351 2.54806
N 2.53652 1.67553 1.51457
C 3.80720 1.37008 0.97677
C 4.05803 0.61599 -0.16281
C 5.36884 0.37771 -0.53821
C 6.43321 0.89570 0.19621
C 6.20074 1.67619 1.31474
C 4.88427 1.90335 1.68551
S 4.29353 2.88094 3.00352
H 0.72150 2.96286 2.90091
H 1.84345 3.65135 3.98358
H 3.24647 0.24526 -0.77337
H 5.56875 -0.20943 -1.42475
H 7.45005 0.70082 -0.11594
H 7.01872 2.10438 1.87898
```

The calculation puts the HOMO-LUMO gap at 7.6 eV. As for the multiplicity: 1. As for the charge: +3. The total energy comes out at -112625.69676 eV. For the energy above the lowest of the compared OMol25 structures with the same formula, charge and spin, the calculation gives 64.3 kJ/mol.

=====

2.
Computed, not measured: a structure of composition C47H59Br3CaN7OSi, with ωB97M-V/def2-TZVPD.

```
119
Properties=species:S:1:pos:R:3
Ca -0.75886 -0.46782 -0.19343
C 2.43681 -0.77696 2.13395
C 1.21283 -0.98743 2.97144
C 1.34658 -1.52834 4.27082
C 0.23573 -1.75329 5.02524
C -1.03672 -1.44989 4.49162
C -2.25598 -1.64588 5.18682
Br -2.25267 -2.33859 6.96090
C -3.45078 -1.34002 4.59778
C -3.48755 -0.83233 3.30025
Br -5.16660 -0.43590 2.51669
C -2.34364 -0.61133 2.52261
O -2.36123 -0.18726 1.33660
C -1.07804 -0.92733 3.18005
N 0.04455 -0.69947 2.44613
H 3.30191 -0.51936 2.74653
H 2.25567 0.01842 1.41688
H 2.66839 -1.69198 1.57960
H 2.33462 -1.75850 4.64636
H 0.31207 -2.16595 6.02157
H -4.38046 -1.49510 5.12796
C -1.18719 2.75722 4.40300
C -0.69224 2.22706 3.20198
N -1.31491 2.31883 2.05021
C -2.50211 2.94725 2.01207
C -3.06162 3.56502 3.14704
C -2.37255 3.44585 4.36669
C -4.29633 4.28467 3.04570
C -4.94586 4.37125 1.86408
C -4.43613 3.71309 0.69909
C -5.13701 3.72858 -0.52025
C -4.63869 3.02740 -1.58665
C -3.44333 2.30932 -1.41457
N -2.77064 2.28582 -0.28771
C -3.23019 2.99045 0.75746
H -0.63060 2.62787 5.32097
H 0.25724 1.70084 3.19077
H -2.78929 3.89563 5.26040
H -4.69012 4.75309 3.93954
H -5.88159 4.91038 1.77716
H -6.06596 4.28211 -0.59488
H -5.14911 3.00063 -2.53978
H -3.00832 1.73225 -2.22363
C 6.02192 -3.48906 -2.54030
C 5.79830 -2.48660 -1.40189
C 6.83129 -1.36644 -1.54054
C 6.00923 -3.19517 -0.05590
C 4.37164 -1.95167 -1.42487
C 3.29131 -2.79951 -1.65175
C 1.99893 -2.31546 -1.54007
N 1.71675 -1.05313 -1.24103
C 2.73955 -0.21354 -1.09966
C 4.07184 -0.62146 -1.15777
C 2.35996 1.20856 -0.89400
C 3.21793 2.24274 -1.26712
C 2.82089 3.56260 -1.11328
C 1.54646 3.77128 -0.58953
C 0.75178 2.68877 -0.25645
N 1.14506 1.42554 -0.39443
C 3.68940 4.74313 -1.52931
C 3.01595 5.45339 -2.71008
C 3.82059 5.71969 -0.35267
C 5.09232 4.30683 -1.95321
H 7.06076 -3.82390 -2.53746
H 5.81172 -3.03708 -3.51081
H 5.39338 -4.37184 -2.43614
H 7.82948 -1.79993 -1.61757
H 6.83021 -0.70346 -0.67458
H 6.65330 -0.76452 -2.43316
H 7.03231 -3.57087 0.01716
H 5.32318 -4.03557 0.05535
H 5.83284 -2.51035 0.77528
H 3.42910 -3.84641 -1.88079
H 1.14446 -2.96635 -1.67463
H 4.85627 0.09540 -0.96808
H 4.17271 1.99892 -1.70443
H 1.14826 4.76743 -0.45243
H -0.25228 2.82148 0.13362
H 2.01107 5.78588 -2.45119
H 2.93460 4.78645 -3.56916
H 3.60069 6.32758 -3.00478
H 2.86214 6.16887 -0.09345
H 4.50865 6.52663 -0.61167
H 4.20446 5.21287 0.53408
H 5.06700 3.65594 -2.82797
H 5.61114 3.78100 -1.14964
H 5.68317 5.18641 -2.21419
Br -0.84531 0.41366 -2.98613
C -2.07988 -4.02956 1.47879
Si -0.67553 -3.48577 0.26052
C -0.98234 -4.71296 -1.21365
C 0.81170 -4.38773 1.14287
H -2.17852 -5.11977 1.49191
H -3.05585 -3.60838 1.22000
H -1.86965 -3.70154 2.49964
H -0.04303 -5.01479 -1.68902
H -1.60775 -4.26829 -1.99120
H -1.47052 -5.63012 -0.86590
H 0.60432 -5.44636 1.33036
H 1.01157 -3.91721 2.11182
H 1.73934 -4.33239 0.56300
C -4.44601 -2.00958 -4.63433
C -4.69442 -1.82336 -3.13906
C -5.37819 -0.46776 -2.91175
C -5.58363 -2.94743 -2.60895
N -3.37377 -1.92999 -2.50965
N -3.25502 -1.55940 -1.14625
H -5.38829 -2.04920 -5.18346
H -3.90062 -2.93793 -4.80648
H -3.84734 -1.18567 -5.02680
H -6.31405 -0.41326 -3.47198
H -4.72875 0.33813 -3.25301
H -5.61931 -0.29810 -1.85935
H -6.56003 -2.93603 -3.09788
H -5.74962 -2.83783 -1.53595
H -5.10934 -3.91301 -2.78275
H -2.69146 -1.38226 -3.02559
H -3.62441 -2.30954 -0.57797
H -3.74407 -0.69191 -0.92637
```

The calculation puts the HOMO-LUMO gap at 5.1 eV. As for the multiplicity: 1. As for the charge: -1. The total energy comes out at -298627.51076 eV. For the energy above the lowest of the compared OMol25 structures with the same formula, charge and spin, the calculation gives 35.0 kJ/mol.

=====

3.
Computed, not measured: a structure of composition C47H61ClIKN6O4Si, with ωB97M-V/def2-TZVPD.

```
122
Properties=species:S:1:pos:R:3
K 0.13654 -1.13471 0.96841
C -1.94765 -0.71424 5.26029
C -3.03374 -0.78810 4.22883
N -4.27554 -0.55679 4.59524
C -5.23557 -0.61333 3.64943
C -4.99247 -0.88891 2.31789
C -6.15280 -0.82396 1.35558
O -6.46943 -2.05733 0.73562
C -3.67387 -1.14503 1.90941
C -3.26504 -1.39279 0.51598
N -4.08378 -1.68060 -0.40943
C -3.63008 -1.86697 -1.76150
C -4.55156 -2.57144 -2.54008
C -4.27955 -2.83798 -3.87183
C -3.07831 -2.37610 -4.39847
C -2.19422 -1.66975 -3.58428
C -2.40597 -1.35898 -2.22506
I 0.50630 0.28700 -2.25630
C -2.64232 -1.12136 2.88140
O -1.41394 -1.35136 2.61313
H -2.38897 -0.50349 6.23497
H -1.22022 0.06273 5.01101
H -1.38122 -1.64658 5.29611
H -6.25018 -0.42095 3.98315
H -5.93678 -0.06599 0.58829
H -7.03936 -0.49771 1.90583
H -5.67827 -2.21086 0.16310
H -2.19136 -1.30017 0.31740
H -5.47989 -2.91195 -2.09132
H -4.98804 -3.38939 -4.48115
H -2.83667 -2.55931 -5.44237
H -1.27129 -1.34114 -4.06377
Cl 4.32119 -7.16274 1.20140
C 3.50020 -5.66781 0.76508
C 2.64678 -5.64969 -0.35653
C 2.00552 -4.50344 -0.71994
C 2.17639 -3.26163 0.00299
O 1.61920 -2.20400 -0.36573
C 3.03845 -3.33363 1.16603
C 3.28269 -2.19410 2.01566
N 2.75623 -1.03288 1.87702
C 3.15359 0.03126 2.67638
C 4.44706 0.25060 3.08319
C 4.79040 1.38495 3.85549
C 3.84770 2.29953 4.21770
C 2.50286 2.12599 3.79490
C 1.46637 3.03270 4.12478
C 0.20262 2.81199 3.67126
C -0.03618 1.68349 2.85029
N 0.89492 0.83163 2.52472
C 2.15383 1.01551 3.00493
C 3.68049 -4.53875 1.50799
H 2.50297 -6.56196 -0.92389
H 1.33990 -4.47928 -1.57308
H 3.96388 -2.38707 2.86136
H 5.21735 -0.44619 2.77643
H 5.82276 1.52588 4.15449
H 4.10897 3.16760 4.81197
H 1.69668 3.89544 4.74149
H -0.61235 3.48202 3.91448
H -1.02783 1.48918 2.45667
H 4.32660 -4.56456 2.37947
C -3.99296 3.71504 0.82751
N -2.88915 3.14691 0.08413
C -3.14348 1.83313 -0.49577
C -1.60089 3.57892 0.18651
O -0.64312 2.84513 -0.00056
N -1.41566 4.90577 0.54601
C -2.28664 5.97083 0.10895
C -0.08993 5.30733 0.95701
H -4.61874 2.89275 1.17916
H -4.62292 4.38234 0.23093
H -3.63899 4.25551 1.70566
H -3.97551 1.89456 -1.19993
H -3.40660 1.12634 0.28983
H -2.27290 1.46059 -1.02803
H -2.95302 5.62638 -0.67951
H -1.67523 6.77673 -0.30929
H -2.89393 6.39614 0.91515
H 0.50838 4.42258 1.16030
H -0.14498 5.92427 1.85925
H 0.40680 5.88814 0.17125
C 4.68644 2.90839 -1.49888
C 3.19707 2.53424 -1.47557
C 2.39163 3.81873 -1.70092
C 2.83336 2.05635 -0.06101
Si 2.73905 1.17689 -2.78003
C 2.58820 1.92094 -4.57276
C 3.78652 2.79598 -4.96885
C 2.46616 0.78139 -5.59372
C 1.31989 2.77201 -4.74491
C 3.97166 -0.32032 -2.73032
C 3.33000 -1.57827 -3.33803
C 4.31225 -0.70880 -1.28225
C 5.28643 -0.03821 -3.47239
H 4.85781 3.71121 -0.77070
H 5.01673 3.27274 -2.47288
H 5.33113 2.07856 -1.21801
H 2.59761 4.50252 -0.86813
H 1.31881 3.62281 -1.70605
H 2.67034 4.33413 -2.62007
H 3.18111 2.80508 0.66467
H 3.28492 1.10625 0.20686
H 1.75588 1.95851 0.05228
H 4.73591 2.26512 -4.92281
H 3.86848 3.68347 -4.34183
H 3.65234 3.14148 -6.00187
H 3.37795 0.19176 -5.67721
H 2.25981 1.21027 -6.58192
H 1.64509 0.10659 -5.34702
H 1.33107 3.67802 -4.14641
H 0.41947 2.21540 -4.48921
H 1.24518 3.07149 -5.79781
H 2.43601 -1.86934 -2.78576
H 4.04958 -2.40261 -3.26578
H 3.06369 -1.46010 -4.38702
H 3.41529 -0.94100 -0.70572
H 4.88341 0.05427 -0.75618
H 4.92718 -1.61706 -1.30810
H 5.14521 0.07633 -4.54714
H 5.95971 -0.89105 -3.32325
H 5.79918 0.85075 -3.10361
```

The calculation puts the HOMO-LUMO gap at 5.0 eV. As for the multiplicity: 1. As for the charge: -2. The total energy comes out at -111689.22806 eV.

=====

4.
Computed, not measured: a structure of composition C47H61N3O6PS2SeSr, with ωB97M-V/def2-TZVPD.

```
122
Properties=species:S:1:pos:R:3
Sr 0.42809 -0.44743 -0.12665
C -1.81878 6.96421 3.73683
C -0.82186 6.78380 2.58444
C -1.08024 7.86558 1.52604
C 0.58842 6.98204 3.14007
C -0.98740 5.40417 1.94850
C 0.06914 4.54036 1.70337
C -0.14851 3.31334 1.08807
Se 1.35610 2.18278 0.77124
C 1.83996 2.68904 -1.02584
C 2.71792 3.74575 -1.21444
C 3.07586 4.15945 -2.49013
C 2.48113 3.48046 -3.55625
C 1.60052 2.41447 -3.41412
C 1.29328 1.94180 -2.10745
O 0.56708 0.88438 -1.89808
C 0.96223 1.74193 -4.63422
C 1.41510 0.27704 -4.73347
C 1.34667 2.43181 -5.94400
C -0.56842 1.80629 -4.50714
C 4.10011 5.28079 -2.67834
C 5.46068 4.82256 -2.13536
C 4.27761 5.66173 -4.14761
C 3.65454 6.53207 -1.91046
C -1.43219 2.84945 0.68506
O -1.59216 1.67534 0.16285
C -2.51519 3.76661 0.89744
C -2.24579 4.97687 1.51753
C -3.96742 3.54899 0.41345
C -4.28107 4.61296 -0.65113
C -4.26536 2.18329 -0.21990
C -4.93647 3.71608 1.59280
H -1.66137 7.92791 4.23122
H -1.69618 6.17251 4.47988
H -2.85182 6.93546 3.38685
H -0.93710 8.86716 1.94527
H -2.10025 7.79904 1.14098
H -0.39798 7.74327 0.68221
H 0.64210 7.93277 3.67777
H 1.33667 7.00700 2.34414
H 0.86092 6.18310 3.83459
H 1.08367 4.80114 1.97888
H 3.12156 4.23995 -0.33616
H 2.71492 3.80483 -4.55988
H 2.49842 0.22224 -4.87595
H 0.92920 -0.20918 -5.58582
H 1.15841 -0.27136 -3.83086
H 2.42617 2.40982 -6.11824
H 1.01568 3.47381 -5.96923
H 0.86626 1.90662 -6.77378
H -0.90570 1.32148 -3.59385
H -1.03713 1.31242 -5.36522
H -0.90198 2.84786 -4.48569
H 5.81868 3.95061 -2.68824
H 5.38706 4.54148 -1.08223
H 6.20458 5.62130 -2.22618
H 4.61708 4.81435 -4.74695
H 5.02861 6.45200 -4.23260
H 3.34673 6.03339 -4.58240
H 3.58762 6.34277 -0.83726
H 2.67016 6.86140 -2.25094
H 4.36642 7.34976 -2.06380
H -3.08331 5.65139 1.67036
H -3.56646 4.54878 -1.47472
H -4.22592 5.62444 -0.24091
H -5.28670 4.46129 -1.05472
H -3.60207 1.96320 -1.05118
H -5.30073 2.19905 -0.57945
H -4.16391 1.37099 0.50027
H -4.84990 4.69337 2.07112
H -4.74768 2.95218 2.35101
H -5.96849 3.60406 1.24513
N -1.62175 -1.71684 -1.19872
N -1.31522 -3.04193 -0.78610
C -1.33923 -4.07072 -1.64464
N -0.69437 -5.17980 -1.17679
S -2.14437 -4.03320 -3.12121
H -2.41604 -1.39334 -0.65008
H -1.92274 -1.79456 -2.17136
H -0.68098 -3.08003 0.01212
H 0.14883 -5.02328 -0.63540
H -0.63621 -5.90953 -1.86762
O 1.90237 -3.92063 -0.09550
S 1.92955 -2.70222 0.68019
O 0.62647 -2.38483 1.31733
O 2.44466 -1.52183 -0.06570
C 3.06316 -2.93805 2.01993
C 3.88138 -4.06002 1.98814
C 4.79307 -4.25887 3.01361
C 4.88783 -3.34002 4.04754
C 4.08598 -2.20811 4.05285
C 3.15380 -1.98171 3.04698
P 2.20792 -0.38742 2.88437
C 1.38932 -0.09112 4.48900
C 1.26014 -1.03267 5.50430
C 0.49747 -0.75257 6.63417
C -0.15297 0.46497 6.75577
C -0.05641 1.40168 5.73276
C 0.69931 1.12168 4.60467
C 3.66300 0.73977 2.96162
C 4.51224 0.71558 1.85312
C 5.54751 1.62726 1.73746
C 5.75280 2.58163 2.72877
C 4.92468 2.60190 3.83934
C 3.88381 1.68471 3.95475
H 3.79596 -4.75516 1.16551
H 5.43981 -5.12683 2.99862
H 5.60266 -3.49669 4.84566
H 4.20079 -1.47155 4.84014
H 1.74643 -1.99644 5.41562
H 0.40875 -1.49516 7.41726
H -0.74546 0.68005 7.63608
H -0.58188 2.34559 5.80111
H 0.74714 1.85717 3.80621
H 4.33838 -0.00205 1.05590
H 6.18102 1.60956 0.85943
H 6.54874 3.30870 2.62928
H 5.07244 3.34459 4.61359
H 3.23347 1.72905 4.81913
O -1.78189 -0.37335 1.60795
H -1.29542 -0.19802 2.42128
H -1.86336 0.53142 1.14145
```

The calculation puts the HOMO-LUMO gap at 6.6 eV. As for the multiplicity: 1. As for the charge: -1. The total energy comes out at -163633.38129 eV. For the energy above the lowest of the compared OMol25 structures with the same formula, charge and spin, the calculation gives 99.0 kJ/mol.